DFT (ωB97M-V with the def2-TZVPD basis set) results for a molecular structure, C24H36BN11P2Ru at a distorted geometry.

E_tot (Eh): -2340.3969
2S+1: 5
Kohn-Sham gap (spin up / spin down) (hartree): 0.2783 / 0.1781
⟨S²⟩: 6.06
Total charge: +2

Structure (XYZ):
```
75
Properties=species:S:1:pos:R:3:forces:R:3
Ru -0.2317 1.0945 0.1324 1.24 -0.37 -0.41
C -0.7293 0.7057 -3.6000 0.12 -0.24 0.03
C -0.1626 -0.4348 -2.8208 0.03 -0.14 -0.10
C 0.0637 -1.7546 -3.2238 -0.14 0.11 -0.08
C 0.6655 -2.3682 -2.1427 -0.05 -0.01 0.08
N 0.7798 -1.4708 -1.1497 -0.04 -0.04 -0.07
N 0.2841 -0.2792 -1.5697 -0.33 0.38 0.41
B 1.5913 -1.5493 0.1793 0.11 -0.30 0.01
N 2.5023 -0.2939 0.1510 0.10 -0.13 0.06
C 3.8251 -0.1450 -0.0022 0.03 -0.02 -0.04
C 4.1531 1.1802 0.1637 -0.01 0.18 -0.02
C 2.9448 1.8232 0.4171 0.12 -0.12 0.03
C 2.7401 3.2421 0.8139 0.06 -0.15 -0.16
N 1.9431 0.9290 0.3717 -0.23 0.48 -0.05
N 0.6812 -1.3867 1.4511 0.06 -0.10 0.05
C 0.6206 -2.1410 2.5605 0.02 0.00 0.04
C -0.1129 -1.4720 3.5231 -0.12 0.15 0.05
C -0.4842 -0.2653 2.9371 0.05 -0.16 -0.03
C -1.1911 0.9074 3.5321 0.13 -0.18 -0.01
N -0.0074 -0.2463 1.6787 -0.57 0.30 0.09
N 2.2615 -2.9034 0.2838 0.20 0.50 -0.04
C 3.5373 -3.3688 0.1684 0.01 0.14 -0.13
C 3.4957 -4.7303 0.2048 -0.13 -0.29 0.33
C 2.1289 -5.0527 0.3840 0.41 0.47 -0.06
C 1.5107 -6.3906 0.5021 -1.55 -0.04 -0.58
N 1.3973 -3.9459 0.4132 -0.20 -0.40 -0.16
H -0.0367 0.9954 -4.3916 -0.02 0.06 0.02
H -0.8853 1.5594 -2.9420 -0.04 0.08 -0.04
H -1.6702 0.4291 -4.0741 -0.02 0.03 0.01
H -0.1639 -2.1983 -4.1808 0.04 0.05 0.07
H 1.0185 -3.3826 -2.0301 0.04 0.10 0.08
H 4.4722 -0.9715 -0.2296 -0.08 0.09 0.04
H 5.1324 1.6280 0.1146 -0.05 -0.06 0.06
H 3.5362 3.5494 1.4907 -0.02 0.01 0.00
H 1.7933 3.3402 1.3349 0.06 0.03 0.07
H 2.7714 3.9129 -0.0480 -0.04 -0.01 0.03
H 1.0949 -3.1063 2.6146 0.02 0.07 -0.12
H -0.3389 -1.8077 4.5225 0.06 0.02 -0.06
H -0.5929 1.3286 4.3405 0.01 0.02 -0.02
H -2.1530 0.6214 3.9536 -0.02 0.02 -0.02
H -1.3363 1.6837 2.7791 -0.07 0.08 0.03
H 4.3979 -2.7305 0.0760 -0.11 -0.12 0.02
H 4.3255 -5.4183 0.1778 -0.03 0.08 -0.06
H 2.1369 -7.1818 0.1031 0.07 -0.01 0.10
H 0.5592 -6.3628 -0.0842 0.70 -0.24 0.23
H 1.1718 -6.6335 1.5098 0.39 0.01 0.13
C -3.7541 0.5482 1.4609 0.28 -0.27 0.00
P -2.6546 1.2000 0.1639 -0.59 1.39 0.25
C -3.5665 0.9055 -1.3895 0.23 -0.27 -0.02
C -3.0013 3.0041 0.3345 0.11 -0.02 -0.09
C -2.2588 3.7351 -0.7790 0.01 -0.23 0.03
P -0.4545 3.4508 -0.5731 -0.32 0.52 -0.06
C 0.2471 4.1377 -2.1031 0.23 -0.26 0.06
C -0.1062 4.7708 0.6494 0.07 -0.18 0.05
H -4.7395 0.4321 1.0092 -0.03 0.03 0.02
H -3.8195 1.2593 2.2810 0.01 0.02 -0.02
H -3.4294 -0.4180 1.8352 0.01 0.00 0.03
H -4.4824 1.4948 -1.3415 0.00 0.02 0.01
H -3.8193 -0.1477 -1.4642 -0.04 0.00 -0.06
H -3.0016 1.1870 -2.2742 0.00 0.01 0.03
H -2.6580 3.3529 1.3132 -0.06 -0.03 0.03
H -4.0773 3.1799 0.2821 -0.01 0.02 0.03
H -2.4316 4.8098 -0.7442 -0.02 0.04 -0.07
H -2.5796 3.3787 -1.7604 0.03 0.05 -0.01
H 0.0546 5.2107 -2.1143 -0.02 0.01 -0.01
H -0.2152 3.6805 -2.9764 0.01 0.01 0.01
H 1.3230 3.9686 -2.1545 -0.02 0.01 0.01
H -0.7035 5.6360 0.3652 -0.04 0.01 0.01
H 0.9402 5.0560 0.6295 -0.03 0.02 0.01
H -0.3722 4.4676 1.6617 0.01 0.01 0.01
N -1.6511 -5.6705 -1.2923 0.13 0.73 0.37
C -1.8438 -4.6087 -0.7857 0.08 -0.54 -0.70
N -2.2453 -3.5566 -0.2329 -0.49 -0.01 0.70
C -2.1045 -2.2808 -0.2393 0.58 -0.03 -0.31
N -2.0352 -1.1217 -0.1573 -0.32 -1.40 -0.10
```
Forces are in eV/Å.

---

DFT (ωB97M-V with the def2-TZVPD basis set) results for a molecular structure, C24H36BeF6O12 at a distorted geometry.

E_tot (Eh): -2452.7898
2S+1: 2
Kohn-Sham gap (spin up / spin down) (hartree): 0.1226 / 0.2280
⟨S²⟩: 0.75
Total charge: -1

Structure (XYZ):
```
79
Properties=species:S:1:pos:R:3:forces:R:3
Be 25.5921 8.0245 -11.1453 0.44 0.40 0.12
C 24.8592 5.8006 -13.7657 0.98 2.53 1.07
O 24.3384 5.2769 -12.4809 0.57 -0.24 -1.57
O 25.7645 6.7615 -13.5053 -0.02 -1.48 -0.22
C 25.3374 4.6128 -14.7358 0.45 -1.02 0.67
F 26.0376 3.6535 -14.0410 0.35 1.18 -0.65
F 24.3070 3.8039 -15.2450 0.74 1.64 -0.43
F 26.1206 5.0757 -15.7992 -1.51 -1.06 1.63
C 23.2646 4.4075 -12.6336 -0.72 -0.99 1.97
C 22.7511 4.0762 -11.1955 0.01 0.41 -0.74
H 21.8013 3.5424 -11.1623 -0.11 -0.22 -0.45
H 23.4825 3.4457 -10.6899 0.10 0.36 0.25
H 22.5516 5.0215 -10.6908 0.44 -0.04 0.31
H 23.5709 3.4519 -13.0590 -0.08 -0.01 -0.43
H 22.4297 4.8331 -13.1903 -0.01 0.19 -0.42
H 24.0504 6.3474 -14.2504 -1.19 -0.78 -0.62
C 27.5309 10.3402 -9.8598 -4.38 -0.48 -0.14
O 27.8907 9.4515 -10.9107 1.36 -0.47 0.51
O 26.2993 9.7789 -9.4104 2.85 0.57 0.48
C 28.6461 10.8395 -8.8183 -1.68 -1.42 -2.34
F 29.6590 11.4215 -9.5244 -0.15 0.50 0.50
F 28.1210 11.7072 -7.9515 0.31 0.38 -0.08
F 29.1982 9.8632 -8.1361 0.71 -1.01 1.06
C 28.8606 9.7891 -11.8629 0.08 0.33 -0.75
C 28.6814 8.9157 -13.1015 -0.38 -0.24 0.47
H 28.9038 7.8593 -12.9510 0.43 0.07 0.03
H 27.6236 8.8803 -13.3618 -0.15 0.25 -0.05
H 29.2285 9.3587 -13.9337 0.19 -0.25 -0.06
H 29.8704 9.7914 -11.4525 0.25 -0.45 0.09
H 28.7448 10.8072 -12.2346 -0.39 0.55 0.24
H 27.2256 11.2685 -10.3427 0.50 0.84 -0.30
O 27.3719 6.3460 -10.5276 0.81 -0.35 -0.11
C 28.2171 6.0610 -9.7230 -1.73 1.07 0.15
O 29.3332 5.3973 -9.9927 1.33 0.22 -1.74
C 30.0759 5.0380 -8.8403 0.13 -1.09 -0.60
C 29.4538 5.7539 -7.7032 -0.45 0.58 1.29
C 28.1464 6.3109 -8.2566 -0.41 -0.26 1.55
H 31.1296 5.3127 -8.7917 0.11 -0.03 -1.23
H 29.9895 3.9536 -8.9085 0.24 -0.19 0.92
H 30.1332 6.5571 -7.4180 -0.18 0.07 0.23
H 29.3423 5.0761 -6.8569 -0.15 0.21 0.16
H 27.8969 7.3307 -7.9637 0.31 0.21 -0.52
H 27.3030 5.7540 -7.8486 -0.18 -0.25 -0.28
O 23.2730 7.8440 -11.0922 -4.25 0.55 0.73
C 22.0535 8.1397 -10.9691 6.06 0.57 -0.64
O 21.1141 7.4584 -11.5729 -1.06 -0.95 -0.35
C 19.8784 8.1583 -11.4657 -0.05 1.10 -0.63
C 20.0716 9.0983 -10.2408 -1.22 -1.57 0.15
C 21.5290 9.3918 -10.2953 0.71 0.20 -0.82
H 19.0336 7.4757 -11.5577 0.18 -0.26 0.95
H 19.7493 8.7556 -12.3683 0.33 0.34 -0.22
H 19.9222 8.4328 -9.3906 -0.66 0.43 0.45
H 19.3883 9.9438 -10.3201 0.07 -0.10 0.47
H 22.1566 9.6098 -9.4312 -0.55 -0.17 0.33
H 21.6587 10.2539 -10.9496 0.53 -0.15 -0.42
O 24.9078 7.0596 -8.8377 1.34 0.05 -0.95
C 24.2047 7.1118 -7.8944 0.66 1.16 -0.53
O 23.0700 6.4481 -7.8936 -3.00 -0.51 0.55
C 22.3745 6.7015 -6.6707 -0.18 -1.00 1.44
C 23.5223 6.9854 -5.6804 -1.32 -1.03 0.69
C 24.4466 7.7193 -6.5540 2.06 0.49 0.70
H 21.8543 5.7977 -6.3535 0.05 -0.22 -0.36
H 21.5865 7.4546 -6.6678 0.33 0.54 -0.75
H 23.8847 5.9987 -5.3921 0.29 0.03 0.11
H 23.2560 7.5222 -4.7698 -0.25 -0.04 -0.11
H 25.4982 7.4815 -6.3938 0.12 0.22 0.33
H 24.3460 8.7779 -6.3147 -0.03 0.21 -1.19
O 24.8737 10.1769 -12.4050 -1.34 0.95 -0.76
C 24.2494 10.4014 -13.4157 1.01 -1.95 -0.25
O 22.8661 10.5023 -13.5002 0.57 -0.30 2.56
C 22.3437 10.8305 -14.7680 1.61 0.61 1.20
C 23.6430 10.9957 -15.5762 -0.19 -0.12 -2.06
C 24.7951 10.3139 -14.8498 -1.16 0.31 0.64
H 21.8539 11.7889 -14.5965 -0.39 -0.02 -0.55
H 21.6226 10.0464 -14.9990 0.23 0.05 -0.65
H 23.9196 12.0422 -15.7045 -0.45 0.10 -0.16
H 23.4427 10.5350 -16.5435 0.40 0.33 -0.34
H 25.7799 10.7733 -14.9340 -0.26 0.19 -0.03
H 24.8978 9.2786 -15.1747 0.01 -0.26 0.54
```
Forces are in eV/Å.

---

DFT (ωB97M-V with the def2-TZVPD basis set) results for 15 unconnected molecules or ions with the total composition C24H36Cl42N2O4P2S2 at a distorted geometry.

E_tot (Eh): -22153.5897
Kohn-Sham gap (hartree): 0.3041

Structure (XYZ):
```
112
Properties=species:S:1:pos:R:3:forces:R:3
C -6.5376 0.0875 0.4976 -0.38 0.23 -0.73
C -5.6565 0.7648 -0.5831 -0.62 -0.75 0.81
P -4.5485 -0.2402 -1.6406 0.78 1.14 -1.76
C -5.4638 -1.6156 -2.4649 -0.33 -0.45 1.05
C -6.5638 -2.3814 -1.7019 0.26 -0.01 -0.25
C -3.0331 -0.8101 -0.7192 -0.52 -0.18 0.53
P -2.4183 0.6529 0.3635 1.04 0.05 0.38
N -2.5910 2.0569 -0.5403 -0.39 -0.29 -0.14
O -3.5911 0.7883 1.5065 -0.25 -0.42 -0.24
C -3.2713 -1.9348 0.3126 0.28 0.27 -0.17
C -3.5979 -3.2950 -0.2699 0.03 -0.65 0.68
O -2.9240 -3.5996 -1.5181 -0.41 0.32 -0.08
S -1.4852 -2.9734 -1.6149 1.29 -0.20 -0.17
O -0.9039 -3.4198 -2.8344 -0.44 -0.07 -0.74
O -0.7384 -3.2952 -0.4440 -0.34 -0.05 0.87
C -1.8227 -1.1807 -1.7047 -0.55 0.26 -0.15
S -0.2232 -0.4409 -1.1976 0.12 0.30 0.35
C -2.0538 -0.8379 -3.1932 0.69 0.02 -0.15
C -1.9238 0.6169 -3.5908 -1.03 0.23 -0.31
N -2.7813 1.2661 -4.2671 0.65 -0.15 0.14
H -6.1534 -0.8648 0.8537 0.11 0.03 0.26
H -7.5079 -0.1267 0.0520 -0.07 -0.24 0.06
H -6.7553 0.7620 1.3143 0.23 0.06 0.26
H -5.0994 1.5659 -0.1074 0.24 0.02 -0.21
H -6.3200 1.2615 -1.2883 0.02 0.01 -0.22
H -5.8911 -1.1974 -3.3722 0.04 0.11 -0.12
H -4.7032 -2.3320 -2.7722 0.15 0.07 -0.12
H -6.6410 -3.3897 -2.1057 -0.25 -0.05 -0.10
H -6.3424 -2.4910 -0.6450 -0.08 0.10 0.10
H -7.5193 -1.8750 -1.8006 -0.13 -0.04 0.07
H -1.7460 2.2593 -1.0616 -0.04 0.18 0.07
H -3.4174 2.1365 -1.1249 0.24 0.20 -0.18
H -4.3394 0.1943 1.3560 -0.01 0.34 0.19
H -4.1150 -1.6763 0.9488 -0.05 -0.01 0.06
H -2.3980 -1.9974 0.9639 0.06 -0.15 0.06
H -3.3000 -4.0544 0.4517 0.06 -0.12 -0.03
H -4.6533 -3.4427 -0.4592 0.02 0.13 -0.29
H 0.4236 -0.6852 -2.3525 -0.19 -0.19 -0.09
H -1.2450 -1.3411 -3.7299 -0.02 -0.11 -0.06
H -2.9731 -1.2610 -3.5867 -0.18 0.03 0.09
H -1.0055 1.1337 -3.3250 0.07 -0.04 0.07
H -3.6024 0.6917 -4.4605 -0.06 0.00 0.13
C 2.0964 3.3703 0.1500 -0.15 -0.09 -0.01
Cl 0.7504 3.9838 1.0998 0.18 -0.05 -0.01
Cl 1.5028 2.7832 -1.4086 -0.08 0.33 -0.18
Cl 3.3547 4.5829 -0.0717 -0.01 0.00 0.01
H 2.5251 2.5280 0.6780 0.03 -0.03 -0.05
C -3.6798 -6.1759 -3.1681 0.16 0.00 -0.04
Cl -3.8635 -5.5339 -4.7991 -0.01 0.02 0.01
Cl -5.2547 -6.3629 -2.3869 0.00 0.03 0.05
Cl -2.7893 -7.6963 -3.1796 -0.40 -0.15 -0.24
H -3.1067 -5.4624 -2.5928 -0.02 -0.03 -0.04
C 1.1276 -6.4286 -0.8468 0.04 0.12 -0.05
Cl 1.6717 -7.2621 0.6159 -0.10 0.02 -0.04
Cl 2.4197 -6.3747 -2.0467 0.01 0.02 0.01
Cl -0.3165 -7.1866 -1.5184 0.29 0.16 0.22
H 0.8718 -5.4099 -0.5802 -0.02 0.01 0.00
C 2.3122 6.5961 3.9432 -0.04 -0.05 0.01
Cl 1.9745 7.3390 2.3785 0.01 0.01 -0.01
Cl 0.8139 6.2608 4.8142 0.31 0.09 -0.10
Cl 3.2812 5.1314 3.7573 0.00 0.03 0.01
H 2.8881 7.3043 4.5242 -0.07 -0.12 -0.03
C 4.5797 0.0347 -0.1683 0.13 -0.15 -0.23
Cl 5.2181 -1.6081 -0.1177 -0.05 0.17 0.19
Cl 5.5113 1.0294 -1.2906 -0.27 -0.11 0.29
Cl 2.8728 0.0221 -0.6255 0.26 -0.22 0.24
H 4.6589 0.4600 0.8237 0.00 0.01 0.00
C -2.1631 6.6925 1.1046 -0.07 -0.05 -0.01
Cl -1.6158 5.5846 2.3619 -0.16 0.09 -0.01
Cl -1.0843 6.6968 -0.2885 0.02 0.00 0.03
Cl -3.8140 6.3022 0.6086 0.00 0.03 0.02
H -2.1668 7.6900 1.5234 -0.01 0.01 0.02
C 6.3985 -4.9356 1.9848 0.06 0.01 0.05
Cl 7.3393 -6.4003 2.2542 -0.01 -0.01 -0.03
Cl 7.0119 -3.6020 2.9596 -0.02 -0.01 -0.01
Cl 6.3879 -4.5027 0.2725 0.04 -0.19 -0.04
H 5.3774 -5.1307 2.2840 -0.03 0.00 0.01
C 6.2045 4.0383 -4.1926 -0.06 -0.05 -0.05
Cl 6.3166 3.8390 -5.9414 0.02 0.02 0.02
Cl 4.5305 4.2432 -3.6868 -0.01 0.01 0.03
Cl 6.9420 2.6671 -3.3599 0.25 0.17 -0.23
H 6.7533 4.9293 -3.9199 0.01 0.01 0.01
C 6.8557 -3.5188 -3.5089 0.02 0.08 -0.03
Cl 5.4375 -2.4786 -3.6073 -0.06 -0.03 -0.06
Cl 6.9289 -4.6204 -4.8855 0.00 -0.02 0.02
Cl 8.3236 -2.5478 -3.3970 -0.11 -0.10 0.02
H 6.7763 -4.1144 -2.6093 0.00 -0.03 0.00
C 12.0472 -1.0814 -3.6571 0.00 0.04 -0.05
Cl 10.5705 -0.2338 -3.1894 0.10 0.06 0.01
Cl 11.7123 -2.3152 -4.8693 -0.01 0.00 0.01
Cl 13.2620 0.0566 -4.2410 0.01 0.00 0.02
H 12.4429 -1.5719 -2.7783 0.00 0.00 0.01
C -2.7861 7.2436 6.3943 -0.01 -0.03 -0.02
Cl -3.1642 8.0066 4.8494 0.02 0.00 -0.01
Cl -4.2587 6.9363 7.3140 0.01 0.01 0.01
Cl -1.8674 5.7554 6.1660 -0.28 -0.06 0.13
H -2.1726 7.9294 6.9627 0.01 0.01 0.00
C 4.1201 -9.0230 2.7781 0.01 -0.04 -0.01
Cl 5.2156 -10.3977 2.6451 0.00 0.03 -0.01
Cl 2.4425 -9.5594 2.8558 0.04 -0.05 0.08
Cl 4.5288 -8.0276 4.1770 -0.02 0.03 0.01
H 4.2342 -8.4150 1.8898 0.01 0.00 -0.02
C 4.0259 9.2312 6.9821 -0.04 -0.10 0.03
Cl 4.1675 9.2832 5.2219 0.11 0.18 0.00
Cl 2.3346 9.0978 7.4624 0.00 0.01 0.00
Cl 4.9729 7.9022 7.6438 0.01 0.01 0.00
H 4.4188 10.1584 7.3764 0.00 0.02 -0.01
C -9.4140 1.8083 3.2860 0.00 -0.02 -0.09
Cl -8.2428 0.5117 3.5315 -0.08 -0.02 0.18
Cl -8.7805 3.0146 2.1647 0.01 0.01 0.01
Cl -10.9501 1.1637 2.7107 0.00 0.00 0.02
H -9.5855 2.2911 4.2383 0.01 0.01 0.01
```
Forces are in eV/Å.

---

Q: The highest E_tot belongs to which entry?
A: C24H36BN11P2Ru

---

Q: The lowest E_tot belongs to which entry?
A: C24H36Cl42N2O4P2S2